[1]
{
  "formula": "C2H4ClOP",
  "method": "ωB97M-V/def2-TZVPD",
  "energy_ev": -25996.495,
  "largest_force_ev_per_a": 3.90,
  "homo_lumo_gap_ev": 9.283,
  "symbols": ["C", "C", "O", "P", "Cl", "H", "H", "H", "H"],
  "xyz": [[-1.275, 0.050, -0.274], [0.256, 0.281, 0.241], [2.502, -1.147, 0.676], [1.810, -0.664, -0.492], [1.112, 1.800, -0.227], [-1.144, 0.090, -1.328], [-1.353, -1.014, -0.016], [-2.166, 0.454, 0.169], [0.258, 0.150, 1.251]],
  "nbo_charge": [-0.6233, -0.5254, -1.0081, 1.3261, -0.0392, 0.2142, 0.2149, 0.2331, 0.2077]
}

***

[2]
{
  "formula": "C49H108N6O3",
  "method": "ωB97M-V/def2-TZVPD",
  "charge": 4,
  "energy_ev": -67613.009,
  "largest_force_ev_per_a": 3.26,
  "homo_lumo_gap_ev": 8.487,
  "symbols": ["C", "O", "O", "O", "C", "C", "C", "N", "C", "C", "C", "C", "C", "H", "H", "H", "H", "H", "H", "H", "H", "H", "H", "H", "H", "H", "H", "H", "H", "H", "H", "C", "C", "C", "N", "C", "C", "C", "C", "C", "H", "H", "H", "H", "H", "H", "H", "H", "H", "H", "H", "H", "H", "H", "H", "H", "H", "H", "C", "C", "C", "N", "C", "C", "C", "C", "C", "H", "H", "H", "H", "H", "H", "H", "H", "H", "H", "H", "H", "H", "H", "H", "H", "H", "H", "C", "C", "C", "N", "C", "C", "C", "C", "C", "H", "H", "H", "H", "H", "H", "H", "H", "H", "H", "H", "H", "H", "H", "H", "H", "H", "H", "C", "C", "C", "N", "C", "C", "C", "C", "C", "H", "H", "H", "H", "H", "H", "H", "H", "H", "H", "H", "H", "H", "H", "H", "H", "H", "H", "C", "C", "C", "N", "C", "C", "C", "C", "C", "H", "H", "H", "H", "H", "H", "H", "H", "H", "H", "H", "H", "H", "H", "H", "H", "H", "H"],
  "xyz": [[-0.012, 0.257, 0.251], [-0.370, 0.165, 1.473], [0.997, -0.369, -0.149], [-0.628, 0.959, -0.637], [-4.499, 3.929, 5.855], [-3.414, 3.168, 5.121], [-4.016, 2.156, 4.135], [-3.044, 1.500, 3.229], [-2.254, 2.456, 2.483], [-3.775, 0.584, 2.332], [-3.985, -0.661, 3.079], [-2.677, -0.772, 3.814], [-2.113, 0.590, 4.090], [-4.192, 4.804, 6.431], [-5.127, 3.325, 6.532], [-5.234, 4.397, 5.154], [-2.750, 2.690, 5.871], [-2.874, 3.923, 4.541], [-4.751, 2.727, 3.576], [-4.571, 1.380, 4.654], [-1.594, 3.055, 3.090], [-2.885, 3.176, 1.949], [-1.587, 1.876, 1.844], [-3.081, 0.437, 1.466], [-4.659, 1.077, 1.979], [-4.194, -1.513, 2.448], [-4.819, -0.720, 3.759], [-1.849, -1.211, 3.246], [-2.891, -1.225, 4.758], [-1.059, 0.811, 3.957], [-2.255, 0.814, 5.149], [-1.361, -3.882, -3.453], [-1.507, -4.409, -2.067], [-0.455, -3.804, -1.161], [-0.588, -4.130, 0.269], [-1.835, -3.395, 0.783], [-0.606, -5.598, 0.562], [-0.252, -5.681, 2.083], [0.496, -4.358, 2.404], [0.646, -3.636, 1.042], [-1.388, -2.812, -3.530], [-2.068, -4.351, -4.118], [-0.443, -4.260, -3.921], [-1.380, -5.485, -2.049], [-2.513, -4.126, -1.706], [-0.436, -2.705, -1.174], [0.556, -4.083, -1.533], [-1.625, -2.313, 0.708], [-2.075, -3.698, 1.801], [-2.628, -3.681, 0.095], [-1.585, -6.065, 0.293], [0.182, -6.016, -0.068], [-1.158, -5.862, 2.656], [0.415, -6.487, 2.254], [-0.100, -3.812, 3.094], [1.451, -4.568, 2.883], [0.626, -2.527, 1.092], [1.477, -4.018, 0.397], [0.491, -1.258, -4.838], [1.581, -1.880, -4.005], [2.008, -0.913, -2.885], [3.326, -1.335, -2.205], [3.199, -2.589, -1.464], [3.797, -0.214, -1.321], [4.297, 0.866, -2.297], [4.706, 0.028, -3.540], [4.538, -1.398, -3.216], [-0.366, -0.939, -4.238], [0.186, -2.031, -5.542], [0.814, -0.362, -5.323], [2.345, -2.090, -4.775], [1.308, -2.855, -3.575], [1.296, -0.781, -2.054], [2.206, 0.067, -3.325], [2.805, -3.381, -2.104], [2.458, -2.374, -0.689], [4.117, -2.920, -0.952], [4.673, -0.618, -0.831], [2.954, 0.066, -0.674], [5.147, 1.482, -1.992], [3.446, 1.495, -2.517], [5.734, 0.239, -3.750], [4.031, 0.250, -4.354], [5.404, -1.842, -2.663], [4.459, -2.071, -4.055], [-5.260, -2.104, -0.890], [-4.682, -1.405, -2.109], [-4.084, -0.083, -1.566], [-3.704, 0.888, -2.594], [-2.560, 0.331, -3.394], [-3.258, 2.145, -1.879], [-3.437, 3.237, -2.986], [-4.405, 2.619, -4.038], [-4.863, 1.298, -3.486], [-4.488, -2.268, -0.118], [-5.743, -3.053, -1.095], [-6.006, -1.445, -0.403], [-5.526, -1.248, -2.824], [-3.938, -2.054, -2.602], [-3.173, -0.351, -1.034], [-4.750, 0.438, -0.866], [-2.831, -0.600, -3.915], [-1.711, 0.077, -2.781], [-2.331, 1.118, -4.159], [-2.257, 1.939, -1.495], [-3.984, 2.208, -1.084], [-2.474, 3.560, -3.383], [-3.949, 4.086, -2.561], [-4.020, 2.602, -5.040], [-5.310, 3.207, -4.135], [-5.124, 0.540, -4.210], [-5.658, 1.528, -2.782], [4.723, -3.705, 1.777], [3.851, -2.943, 2.792], [3.588, -1.526, 2.234], [3.051, -0.569, 3.226], [1.765, -1.034, 3.704], [3.968, -0.400, 4.426], [5.154, 0.384, 3.890], [4.516, 1.276, 2.827], [3.090, 0.783, 2.562], [4.968, -4.702, 2.120], [5.656, -3.164, 1.627], [4.199, -3.880, 0.828], [4.492, -2.879, 3.681], [2.931, -3.535, 3.021], [2.796, -1.484, 1.471], [4.486, -1.111, 1.829], [1.513, -0.418, 4.534], [1.803, -2.084, 3.995], [1.058, -0.851, 2.899], [3.421, 0.241, 5.105], [4.221, -1.318, 4.935], [5.596, 0.911, 4.713], [5.957, -0.232, 3.451], [4.435, 2.262, 3.277], [5.090, 1.462, 1.907], [2.379, 1.439, 3.087], [2.737, 0.640, 1.528], [0.985, 3.098, -4.783], [0.719, 3.979, -3.566], [1.302, 3.298, -2.336], [1.160, 3.976, -0.964], [-0.249, 4.075, -0.548], [1.861, 5.290, -0.935], [2.134, 5.488, 0.526], [2.517, 4.093, 1.076], [1.868, 3.136, 0.093], [0.617, 3.489, -5.720], [0.458, 2.144, -4.678], [2.052, 2.970, -4.920], [-0.376, 3.997, -3.572], [1.057, 5.035, -3.623], [2.357, 3.474, -2.485], [1.004, 2.251, -2.221], [-0.663, 3.078, -0.516], [-0.675, 4.761, -1.282], [-0.339, 4.583, 0.400], [1.361, 6.120, -1.410], [2.740, 5.185, -1.594], [1.262, 5.817, 1.083], [2.892, 6.210, 0.750], [2.194, 3.921, 2.121], [3.574, 4.072, 1.074], [1.028, 2.550, 0.465], [2.595, 2.470, -0.384]],
  "lowdin_charge": [-0.9630, -0.1145, -0.1316, -0.1395, -0.0982, -0.2250, -0.1317, -0.2482, -0.0216, -0.1325, -0.1409, -0.1467, -0.0578, 0.0877, 0.0933, 0.0945, 0.1215, 0.1063, 0.1397, 0.1463, 0.1010, 0.1255, 0.0702, 0.1385, 0.1372, 0.1133, 0.1274, 0.1030, 0.1225, 0.1223, 0.1219, -0.0891, -0.2138, -0.1627, -0.2733, 0.0575, -0.0719, -0.0985, -0.1296, -0.0729, 0.0494, 0.0954, 0.0923, 0.1249, 0.1082, 0.1369, 0.1349, 0.1100, 0.1118, 0.0779, 0.1592, 0.1430, 0.1227, 0.1097, 0.0962, 0.0962, 0.1115, 0.1315, -0.0854, -0.2120, -0.0818, -0.2287, -0.0117, -0.1120, -0.1144, -0.1434, -0.0715, 0.0426, 0.0991, 0.0722, 0.1251, 0.0827, 0.1060, 0.1114, 0.1072, 0.0697, 0.1012, 0.1304, 0.0924, 0.1301, 0.0683, 0.1285, 0.1175, 0.1540, 0.1322, -0.0955, -0.2006, -0.1623, -0.2834, 0.0215, -0.0690, -0.0933, -0.1372, -0.0721, 0.0515, 0.0890, 0.0948, 0.1307, 0.1013, 0.1244, 0.1308, 0.1062, 0.0759, 0.1279, 0.0860, 0.1206, 0.0889, 0.1147, 0.1164, 0.1264, 0.1435, 0.1489, -0.0706, -0.1817, -0.1264, -0.2818, 0.0110, -0.0769, -0.1212, -0.1396, -0.0866, 0.0892, 0.0900, 0.0498, 0.1174, 0.0831, 0.1139, 0.1203, 0.1030, 0.1078, 0.0815, 0.1405, 0.1359, 0.1258, 0.1304, 0.1151, 0.1242, 0.1411, 0.1096, -0.0764, -0.2108, -0.1182, -0.2496, 0.0211, -0.0982, -0.1278, -0.1197, -0.0834, 0.0882, 0.0656, 0.0803, 0.0856, 0.1349, 0.1114, 0.1287, 0.0658, 0.1176, 0.1083, 0.1443, 0.1522, 0.1160, 0.1272, 0.1265, 0.1009, 0.1088, 0.1219]
}